DFT (ωB97M-V with the def2-TZVPD basis set) results for a 15-piece molecular cluster, C93H216N14O15 overall at a distorted geometry.

Element x y z (Å)
C: -23.1047 -10.5475 -6.7484
C: -23.6121 -12.0039 -6.6964
C: -24.8871 -12.0902 -7.5907
C: -25.3711 -13.5698 -7.9181
C: -24.1755 -14.2008 -8.6977
C: -22.8885 -14.2086 -7.8861
N: -22.6137 -12.8040 -7.5223
O: -21.3662 -12.7928 -6.7338
C: -22.9494 -15.1732 -6.6897
C: -21.8341 -14.5775 -8.8966
C: -23.8930 -12.4914 -5.3189
H: -22.2784 -10.4389 -6.0391
H: -23.9602 -9.9131 -6.5199
H: -22.7878 -10.3084 -7.7486
H: -25.6427 -11.4779 -7.0613
H: -24.6942 -11.5183 -8.4778
H: -26.3057 -13.5243 -8.4852
H: -25.5647 -14.1349 -7.0212
H: -23.9887 -13.5092 -9.5268
H: -24.2221 -15.2424 -9.0539
H: -22.0994 -15.0669 -6.0359
H: -23.8249 -14.9630 -6.1095
H: -22.8341 -16.2173 -7.0574
H: -20.8270 -14.5629 -8.5796
H: -22.0649 -15.5459 -9.3392
H: -21.8986 -13.8621 -9.7170
H: -24.6988 -13.3019 -5.2150
H: -24.2797 -11.6092 -4.6781
H: -22.9296 -12.7823 -4.8762
H: -20.8198 -12.0468 -7.1110
C: -26.6729 -17.4912 -5.0494
C: -27.6034 -16.6194 -4.1464
C: -28.0401 -17.4299 -2.9849
C: -26.9365 -17.6738 -1.9339
C: -26.4358 -16.3101 -1.4477
C: -25.8116 -15.5996 -2.6665
N: -26.9477 -15.4149 -3.6427
O: -26.4956 -14.7547 -4.8158
C: -25.4847 -14.1745 -2.1971
C: -24.5235 -16.2802 -3.1667
C: -28.7675 -16.1763 -5.0062
H: -25.7338 -16.9192 -5.2824
H: -27.1384 -17.7680 -6.0240
H: -26.4309 -18.4271 -4.5505
H: -28.9011 -16.9694 -2.5016
H: -28.4332 -18.3506 -3.4093
H: -26.1124 -18.2321 -2.3532
H: -27.5028 -18.2758 -1.1312
H: -25.6139 -16.4229 -0.6513
H: -27.2945 -15.6801 -1.0828
H: -24.7901 -14.3154 -1.3668
H: -24.9685 -13.7037 -3.0225
H: -26.4729 -13.8208 -1.9725
H: -24.5822 -17.3247 -3.3524
H: -24.2287 -15.7042 -4.0525
H: -23.8215 -16.2761 -2.3117
H: -29.1148 -15.1980 -4.5192
H: -29.6380 -16.8360 -4.9035
H: -28.5755 -15.8956 -6.0534
H: -26.7745 -13.8426 -4.8701
C: -15.2466 -9.8374 -6.6995
C: -15.9119 -9.6803 -5.3146
C: -16.0575 -8.2115 -5.0243
C: -17.0036 -7.9484 -3.8982
C: -18.3132 -8.5907 -4.1982
C: -18.2106 -10.1019 -4.3778
N: -17.2656 -10.1924 -5.4883
O: -17.2521 -11.5767 -5.9143
C: -17.7776 -10.8477 -3.1299
C: -19.6155 -10.6142 -4.7625
C: -14.9941 -10.5282 -4.3608
H: -14.8898 -10.8625 -6.8016
H: -14.3065 -9.2552 -6.6861
H: -15.9317 -9.5332 -7.5147
H: -15.0005 -7.9613 -4.7918
H: -16.5302 -7.6551 -5.9005
H: -17.1357 -6.8608 -3.7585
H: -16.6119 -8.2494 -2.9438
H: -18.7464 -8.1440 -5.0721
H: -19.0495 -8.3317 -3.4351
H: -16.9177 -10.4183 -2.5685
H: -18.6026 -10.9265 -2.3683
H: -17.4243 -11.8905 -3.3644
H: -20.3416 -10.1021 -4.0899
H: -19.7990 -10.3457 -5.7429
H: -19.7571 -11.7328 -4.5876
H: -14.0023 -9.9585 -4.3508
H: -14.7643 -11.5213 -4.7937
H: -15.4702 -10.5713 -3.3681
H: -17.8805 -12.1209 -5.4253
C: -23.5795 -16.7857 -12.1652
C: -23.7560 -15.6833 -13.2179
C: -22.3843 -14.9528 -13.3003
C: -22.2062 -14.0153 -14.5522
C: -22.4683 -14.7972 -15.8186
C: -23.8220 -15.4797 -15.7586
N: -23.8959 -16.2462 -14.4746
O: -25.2123 -16.8129 -14.4202
C: -24.8944 -14.4252 -15.8737
C: -24.0269 -16.4946 -16.8862
C: -24.9076 -14.7827 -12.7727
H: -22.8828 -17.5219 -12.5933
H: -24.4367 -17.3709 -11.9549
H: -23.0643 -16.4277 -11.3232
H: -22.1732 -14.3361 -12.4203
H: -21.5862 -15.6884 -13.2016
H: -21.2665 -13.4564 -14.5968
H: -22.9355 -13.2096 -14.2418
H: -21.6659 -15.5640 -15.9088
H: -22.3844 -14.1854 -16.7071
H: -25.8246 -14.7124 -15.3952
H: -24.7028 -13.4366 -15.4327
H: -24.9884 -14.2416 -16.9138
H: -23.2981 -17.2891 -16.9585
H: -25.0116 -16.9666 -16.9926
H: -24.1011 -16.0182 -17.8587
H: -25.8785 -15.1617 -13.1136
H: -24.9026 -13.7623 -13.2032
H: -24.9591 -14.5906 -11.7085
H: -25.1957 -17.6419 -14.9074
C: -30.1650 -16.5312 -12.7106
C: -29.0884 -15.5031 -12.3438
C: -29.5959 -14.3158 -11.4523
C: -29.8121 -14.7085 -9.9733
C: -28.5511 -15.3692 -9.4793
C: -28.0230 -16.5850 -10.3347
N: -27.9367 -16.0993 -11.7351
O: -27.6277 -17.2135 -12.5176
C: -26.6658 -17.0800 -9.8883
C: -28.9871 -17.7937 -10.1668
C: -28.6088 -14.9392 -13.6679
H: -30.9174 -16.0351 -13.2966
H: -30.6576 -16.8601 -11.8244
H: -29.8108 -17.4049 -13.2990
H: -28.9129 -13.4908 -11.6078
H: -30.4968 -14.0049 -11.9597
H: -30.7252 -15.3483 -9.9431
H: -29.9650 -13.8119 -9.3975
H: -28.4002 -15.6032 -8.4139
H: -27.7388 -14.7073 -9.6839
H: -25.8722 -16.2824 -9.9518
H: -26.6877 -17.4193 -8.8689
H: -26.2994 -17.9050 -10.4690
H: -28.7329 -18.4270 -9.2907
H: -30.0060 -17.4314 -10.0038
H: -29.0443 -18.4769 -11.0471
H: -27.7851 -14.2450 -13.5338
H: -29.4475 -14.5024 -14.2444
H: -28.2846 -15.7803 -14.3056
H: -26.6903 -17.0960 -12.7247
C: -25.5913 -10.2418 -13.3298
C: -25.0530 -10.5698 -11.9483
C: -23.7190 -11.2888 -11.9705
C: -22.5847 -10.2345 -12.0808
C: -22.6454 -9.1892 -10.9738
C: -23.9130 -8.3733 -11.1560
N: -25.0998 -9.3248 -11.0389
O: -26.3408 -8.5933 -11.1496
C: -24.0275 -7.3889 -9.9631
C: -23.9052 -7.6029 -12.5381
C: -26.0518 -11.5404 -11.3250
H: -26.6088 -10.0094 -13.3723
H: -25.5067 -11.2212 -13.8500
H: -24.9073 -9.5506 -13.8582
H: -23.5966 -11.7559 -11.0057
H: -23.8029 -11.9900 -12.8050
H: -22.6082 -9.8313 -13.1534
H: -21.6136 -10.8015 -11.9955
H: -21.8062 -8.5255 -11.0165
H: -22.5145 -9.6718 -9.9597
H: -23.4084 -6.5099 -10.0025
H: -25.0758 -7.1024 -9.9767
H: -23.8013 -7.9324 -8.9876
H: -23.9113 -8.3078 -13.3415
H: -24.8476 -7.0178 -12.6567
H: -23.0557 -6.8998 -12.6537
H: -27.0432 -11.0536 -11.4207
H: -25.8962 -11.5560 -10.2642
H: -26.0715 -12.5973 -11.6471
H: -26.8147 -8.6799 -10.3218
C: -17.6093 -11.8554 -17.6085
C: -18.4890 -10.6339 -17.6306
C: -19.9570 -11.0698 -17.5696
C: -20.9205 -9.9541 -17.0876
C: -20.4270 -9.4826 -15.7069
C: -19.0936 -8.8010 -15.8273
N: -18.1977 -9.8611 -16.4026
O: -16.8421 -9.3242 -16.5356
C: -19.2199 -7.4926 -16.6032
C: -18.5628 -8.5324 -14.4326
C: -18.1847 -9.9404 -18.9224
H: -16.6404 -11.5331 -18.1065
H: -18.0493 -12.5642 -18.2657
H: -17.3801 -12.3197 -16.5937
H: -20.2510 -11.3904 -18.5603
H: -20.1321 -11.9209 -16.8640
H: -21.9699 -10.3556 -16.9281
H: -21.0284 -9.1573 -17.8447
H: -20.3092 -10.3602 -15.1223
H: -21.2207 -8.8198 -15.3568
H: -19.8988 -6.8252 -16.0417
H: -18.2791 -6.9808 -16.6312
H: -19.6211 -7.6808 -17.6113
H: -17.4993 -8.2119 -14.6012
H: -19.0153 -7.7125 -13.8340
H: -18.6505 -9.4981 -13.8838
H: -17.1779 -9.5814 -19.0093
H: -18.8032 -9.0949 -19.2341
H: -18.3158 -10.7262 -19.6934
H: -16.2935 -10.0007 -16.0917
C: -23.6889 -19.1480 -7.3064
C: -22.9639 -18.9816 -6.0304
O: -21.5619 -19.0920 -6.1565
H: -24.7762 -18.9278 -7.2398
H: -23.4581 -20.0974 -7.7335
H: -23.3316 -18.3862 -7.9895
H: -23.4010 -19.6140 -5.2759
H: -23.0840 -17.9619 -5.6493
H: -21.2472 -19.9348 -5.8717
C: -19.9450 -11.7917 -10.2722
C: -19.1438 -11.8449 -8.9640
C: -17.6387 -11.7486 -9.2948
O: -17.1294 -12.8422 -10.0515
C: -16.9565 -13.9675 -9.2641
N: -19.5035 -10.6960 -8.1062
H: -20.9916 -11.7941 -10.0694
H: -19.6285 -12.5790 -10.9699
H: -19.6134 -10.7726 -10.6249
H: -19.2546 -12.7987 -8.4090
H: -17.0651 -11.6220 -8.3476
H: -17.4442 -10.8428 -9.8561
H: -16.0429 -13.8237 -8.6164
H: -16.6254 -14.7802 -9.9169
H: -17.8034 -14.2026 -8.6477
H: -18.7844 -10.4188 -7.3826
H: -19.8268 -9.9060 -8.5902
C: -17.0643 -15.9675 -5.4371
C: -18.3888 -15.3735 -5.2033
C: -18.6705 -15.1363 -3.7106
O: -20.0113 -14.7006 -3.5601
C: -20.9053 -15.6707 -3.0997
N: -18.6105 -14.0600 -5.8437
H: -16.8780 -16.2336 -6.4859
H: -17.0048 -16.8779 -4.8477
H: -16.2881 -15.2717 -5.0634
H: -19.1428 -15.9954 -5.5299
H: -17.9434 -14.3123 -3.4341
H: -18.5134 -16.0375 -3.1359
H: -20.7064 -16.6269 -3.5298
H: -21.9124 -15.3452 -3.3979
H: -20.9757 -15.7646 -1.9960
H: -19.5831 -13.8246 -5.6364
H: -18.6674 -14.2567 -6.8248
C: -26.2999 -7.6747 -6.6626
C: -27.1103 -8.9462 -7.0147
C: -28.5733 -8.5943 -7.1065
O: -29.3611 -9.7947 -7.3892
C: -30.7098 -9.5728 -7.7840
N: -26.6991 -9.3501 -8.3722
H: -26.5841 -7.2548 -5.7403
H: -26.3455 -6.9435 -7.4683
H: -25.1864 -7.7721 -6.6309
H: -27.0140 -9.8254 -6.4001
H: -28.6807 -7.9246 -8.0065
H: -28.9367 -8.1339 -6.1931
H: -31.0701 -10.5193 -8.1895
H: -30.8308 -8.7882 -8.5776
H: -31.3648 -9.3445 -6.9626
H: -25.6902 -9.4074 -8.3248
H: -27.0883 -10.2768 -8.5719
C: -23.8930 -7.6432 -3.6019
C: -23.3555 -8.1628 -2.2530
C: -23.3823 -9.6685 -2.2528
O: -22.6194 -10.1266 -1.2092
C: -22.1890 -11.4906 -1.4204
N: -22.0114 -7.7486 -2.0725
H: -23.3322 -8.0918 -4.4699
H: -23.7692 -6.5881 -3.8086
H: -24.9024 -8.0579 -3.6913
H: -24.0398 -7.7785 -1.4596
H: -23.0818 -10.1051 -3.2676
H: -24.4351 -10.0183 -2.1029
H: -23.0861 -12.0741 -1.6651
H: -21.7173 -11.8662 -0.4944
H: -21.4841 -11.4537 -2.2778
H: -21.7699 -6.7798 -2.2202
H: -21.7232 -8.0575 -1.1313
C: -18.6759 -18.6695 -8.5504
C: -20.0439 -18.3081 -9.1674
C: -19.8774 -17.5631 -10.4961
O: -19.1229 -16.3971 -10.1797
C: -19.1807 -15.4676 -11.2375
N: -20.8661 -19.4438 -9.5620
H: -18.7237 -19.0413 -7.5702
H: -18.0379 -17.7561 -8.5514
H: -18.2426 -19.4115 -9.1591
H: -20.6819 -17.6833 -8.4830
H: -20.8825 -17.3178 -10.7932
H: -19.3928 -18.1820 -11.2990
H: -18.5934 -14.6097 -10.9370
H: -20.1961 -15.1971 -11.5294
H: -18.6355 -15.9263 -12.0290
H: -20.3024 -20.1949 -9.9067
H: -21.3391 -19.8515 -8.7308
C: -20.9446 -19.9405 -14.6888
C: -22.1215 -20.6276 -14.1338
C: -21.9741 -20.8689 -12.6043
O: -23.2991 -21.3827 -12.2058
C: -23.2865 -21.5137 -10.8099
N: -23.2059 -19.7984 -14.5111
H: -20.8991 -18.9113 -14.4076
H: -20.9832 -19.9235 -15.7460
H: -20.0455 -20.4843 -14.3748
H: -22.2091 -21.6907 -14.5681
H: -21.7333 -19.9804 -12.0091
H: -21.2517 -21.6415 -12.3756
H: -22.3088 -21.9425 -10.4434
H: -24.1693 -22.1324 -10.5425
H: -23.3267 -20.5717 -10.3364
H: -23.0622 -18.8026 -14.3978
H: -24.1227 -20.1276 -14.2604
C: -26.8951 -11.0444 -3.2085
C: -28.3760 -11.3461 -3.2001
C: -28.8770 -11.5051 -4.6183
O: -28.4699 -12.7725 -5.1967
C: -28.9674 -12.8771 -6.5358
N: -28.7307 -12.5553 -2.4457
H: -26.4326 -11.1105 -2.2159
H: -26.5332 -10.0803 -3.5469
H: -26.3899 -11.8708 -3.7663
H: -28.9010 -10.4152 -2.9588
H: -28.6191 -10.5936 -5.1657
H: -30.0084 -11.4767 -4.6655
H: -29.2544 -13.9480 -6.7304
H: -28.2815 -12.4938 -7.3238
H: -29.8292 -12.1700 -6.6335
H: -28.3678 -13.3421 -2.9178
H: -28.2829 -12.4755 -1.5322

Calculated values
Spin multiplicity: 1
Relative energy (zero: lowest compared OMol25 entry of this formula, charge and spin) (eV): 1.058
Orbital gap (eV): 8.44
E_HOMO (eV): -8.037